Entry 1:
Here is C5H10N2 in the gas phase from OMol25. Energies are from ωB97M-V/def2-TZVPD.

```
17
Properties=species:S:1:pos:R:3:forces:R:3
H -1.929 -1.910 -0.818 0.5 0.5 0.8
H 0.275 1.547 -1.713 0.0 0.0 0.5
H 2.192 -1.462 -0.046 -0.4 0.0 0.1
H -1.439 1.127 1.745 -0.5 0.2 0.6
C 0.502 1.144 0.577 -1.9 1.7 -0.2
H 1.473 -1.635 1.586 -0.9 0.6 -1.6
H 0.579 -2.346 0.057 1.5 1.4 1.0
H -1.741 1.802 -0.017 1.4 -1.8 1.8
C 0.927 1.221 -0.898 -1.1 -2.5 1.8
C 1.220 -1.445 0.474 0.4 -2.6 -0.4
H 1.990 1.234 -1.113 -0.1 -0.2 0.2
C 0.414 -0.262 0.126 1.4 2.1 -0.6
N -0.979 -0.368 0.279 -1.0 0.1 0.1
C -1.128 1.071 0.729 1.1 0.8 -3.2
H -1.613 -0.497 -1.611 0.4 0.4 -1.1
H 1.064 1.682 1.370 -0.2 -0.9 -0.5
N -1.807 -0.901 -0.728 -0.6 0.3 0.7
```
Forces are in eV/Å.

Computed properties:
- Molar mass: 98.15 g mol⁻¹
- SMILES string: C[C@]12C[C@H]1CN2N
- Kohn-Sham gap: 8.915 eV
- Net charge: 0

Entry 2:
Here is a 2-piece molecular cluster, C7H13NP overall from OMol25. Energies are from ωB97M-V/def2-TZVPD.

```
22
Properties=species:S:1:pos:R:3:forces:R:3
H 2.058 -0.145 -1.463 -0.5 -0.5 -1.1
N 0.746 -0.390 1.160 -1.4 0.8 0.4
C 1.000 -1.347 2.051 1.8 -1.4 1.0
H 2.031 -1.329 2.459 -1.1 0.1 0.3
H 2.112 1.076 0.589 -1.0 0.3 1.1
H -0.457 -1.603 0.055 -0.1 0.1 -0.2
H 1.718 1.123 2.423 -0.8 -0.7 -1.9
C -0.101 0.405 -0.970 -0.3 -1.9 1.9
H -2.521 0.841 2.525 -0.2 -0.4 -0.8
H 0.431 -2.286 2.063 0.2 0.6 -0.2
C 0.173 -0.482 -2.810 -0.6 -0.1 1.5
H -1.832 -0.748 -1.846 0.1 0.1 0.2
C -1.065 0.001 -2.057 0.3 -0.4 -1.2
H -1.498 0.847 -2.534 -0.6 0.7 -0.4
H 0.183 -0.964 -3.736 0.6 -0.6 -1.3
H -2.779 1.383 0.577 0.0 0.6 -0.4
P -2.900 0.187 1.269 0.4 -0.2 1.1
C -0.092 -0.588 0.166 -0.4 1.2 -0.7
H -0.010 1.429 -0.685 -0.2 0.6 0.1
H 0.522 1.799 1.214 0.6 -1.3 0.1
C 1.275 0.971 1.359 2.2 1.4 0.6
C 1.007 -0.180 -1.808 1.0 0.8 -0.1
```
Forces are in eV/Å.

Computed properties:
- Molar mass: 142.16 g mol⁻¹
- Kohn-Sham gap (spin up / spin down): 7.483 / 7.328 eV
- Net charge: +1

Entry 3:
Here is C8H11P in the gas phase from OMol25. Energies are from ωB97M-V/def2-TZVPD.

```
20
Properties=species:S:1:pos:R:3:forces:R:3
H 2.395 -0.263 0.609 0.2 0.2 -0.3
H 1.502 -1.002 -1.605 0.7 -0.2 -0.4
C -0.460 -0.251 -1.317 -1.0 -0.9 -0.4
H -0.218 -0.485 -3.548 -0.1 -0.5 0.8
H 0.141 0.451 3.365 0.7 -0.1 -0.3
C -0.893 -0.675 -2.687 -3.7 0.5 -1.7
C 0.525 0.544 1.285 1.3 1.4 0.1
H 1.828 0.756 3.131 1.3 0.8 -0.2
C 1.017 0.255 2.693 -3.4 -3.6 0.4
H -1.662 0.494 1.700 1.1 0.8 -1.3
H -1.398 -1.705 -2.721 1.5 1.0 0.1
C -0.917 0.732 0.844 -1.5 -2.2 2.5
P -0.064 2.292 1.154 0.6 2.1 -1.0
H -2.295 0.686 -0.702 -0.3 -1.2 -0.4
H 1.151 -0.905 2.745 0.1 1.9 0.2
C -1.383 0.148 -0.431 0.9 2.8 0.1
H -1.892 -0.073 -3.001 2.3 -0.9 0.8
C 1.407 0.012 0.264 -0.7 -1.6 -1.3
H 0.494 2.743 -0.178 -0.7 -0.9 1.1
C 0.908 -0.454 -0.914 0.7 0.7 1.1
```
Forces are in eV/Å.

Computed properties:
- Molar mass: 138.15 g mol⁻¹
- SMILES string: CC1=C[C@@H]2P[C@]2(C)C=C1
- Kohn-Sham gap: 8.331 eV
- Net charge: 0

Entry 4:
Here is an isolated ion of composition C5H3N2OS and charge -1 from OMol25. Energies are from ωB97M-V/def2-TZVPD.

```
12
Properties=species:S:1:pos:R:3:forces:R:3
O -0.134 -1.382 0.082 -1.3 0.6 -0.2
S -3.867 0.120 -0.083 0.0 -0.4 0.0
C 1.883 1.442 -0.037 0.6 -0.4 0.0
H -1.781 -2.562 0.027 0.3 -0.2 0.0
C 0.346 -0.100 0.049 0.8 0.4 0.1
N 1.717 0.082 -0.026 0.4 -0.5 0.0
H 2.858 1.902 -0.092 0.2 -0.1 0.0
C -1.520 -1.503 0.034 1.3 -1.7 0.1
N 0.747 2.076 0.024 0.8 0.5 0.0
C -0.246 1.123 0.080 -2.5 -0.3 0.1
C -2.420 -0.557 0.005 -0.6 1.9 -0.1
H 2.417 -0.641 -0.063 0.1 0.2 0.0
```
Forces are in eV/Å.

Computed properties:
- Molar mass: 139.16 g mol⁻¹
- 2S+1: 3
- Kohn-Sham gap (spin up / spin down): 5.495 / 4.424 eV
- Net charge: -1
- ⟨S²⟩: 2.02

Entry 5:
Here is C25H41N3NiO3PS2Si as an isolated structure from OMol25. Energies are from ωB97M-V/def2-TZVPD.

```
77
Properties=species:S:1:pos:R:3:forces:R:3
C -0.070 5.205 0.632 0.2 0.2 0.0
C 0.566 -3.636 0.645 0.2 -0.1 0.1
P 2.093 0.035 2.082 0.3 0.4 1.0
H 0.434 -2.236 -2.128 0.0 0.0 0.0
H -1.766 0.602 -2.136 0.0 0.0 0.0
S 2.694 -0.258 0.203 -0.2 -0.1 -0.1
H 1.812 1.087 -2.169 0.0 0.0 0.0
H -2.079 5.870 0.830 -0.1 0.0 0.0
H -4.140 2.243 0.265 0.1 0.6 0.0
H 2.953 4.135 2.921 0.0 0.0 0.1
Ni 0.269 -0.316 0.338 0.1 -0.7 -0.2
C 0.979 -1.353 -4.053 0.0 0.0 0.1
C -5.093 -0.940 0.131 -0.1 -0.4 0.0
H -2.852 -3.819 -1.390 0.1 -0.1 0.0
C 5.157 -1.899 2.662 0.0 0.0 0.0
C -5.186 0.425 0.171 -0.1 0.7 0.0
H 0.638 -4.732 0.718 0.0 0.2 0.0
C 0.923 -1.342 -2.506 -0.2 0.2 0.0
H 4.739 0.166 2.219 0.0 0.0 0.0
N -1.418 -1.444 0.270 -0.3 0.4 -0.2
H 2.715 3.958 4.670 0.0 0.0 -0.1
H -1.223 -3.724 -2.075 0.0 0.0 0.1
N 0.170 -0.177 -2.023 0.0 0.0 -0.4
C -1.197 2.625 0.456 -0.2 -0.3 0.0
H 0.355 6.199 0.705 0.0 -0.1 0.0
H 1.922 -1.308 -2.086 0.1 0.0 0.1
H 0.259 1.907 -2.103 -0.1 0.0 0.1
H 2.056 1.583 4.366 0.0 -0.1 0.0
H 4.024 3.078 3.854 0.0 0.0 0.0
H 4.785 -2.274 1.707 0.0 0.0 0.0
H 0.939 -3.211 1.581 0.0 0.0 0.0
H -5.989 -1.550 0.068 0.1 0.0 0.0
H -3.791 -2.615 0.128 0.0 0.2 0.0
H 1.703 1.214 -4.531 0.0 0.0 0.0
H -1.864 0.444 -4.483 0.0 0.0 -0.1
H 0.133 -0.212 -5.560 0.0 0.0 -0.1
C -1.219 -0.268 -2.494 0.1 0.0 0.0
H -1.818 -3.526 2.766 0.0 0.0 -0.1
H 1.987 -1.208 -4.436 0.0 0.1 0.0
C -1.427 5.015 0.698 -0.5 -0.1 0.0
N 0.142 -0.203 -4.546 0.0 0.0 0.2
H -1.993 -5.016 1.817 0.0 0.1 0.0
C 0.784 1.055 -2.525 0.0 -0.2 0.0
H -3.243 -3.760 1.744 0.2 -0.1 0.1
H -1.682 -5.112 -1.079 0.0 0.2 0.0
C -2.630 -0.816 0.261 0.2 -0.5 0.1
O 2.487 1.591 2.324 -0.1 0.0 0.1
H -1.672 -1.145 -2.039 0.0 0.0 0.0
C 0.175 2.825 0.411 0.6 0.2 -0.1
Si -1.216 -3.140 0.401 -0.1 0.0 -0.1
S 0.285 -0.356 2.750 0.3 0.0 -0.2
C -1.794 -4.023 -1.185 -0.1 -0.2 -0.1
H -6.150 0.918 0.141 0.1 0.0 0.0
H 1.031 2.615 3.373 0.0 0.0 0.0
H 1.814 4.189 0.461 0.0 -0.1 0.0
C 0.722 1.103 -4.073 0.0 -0.1 0.1
H 4.847 -0.190 3.945 0.0 0.0 0.1
H 0.071 1.893 -4.440 -0.1 0.0 0.0
H -3.060 3.686 0.719 -0.5 -0.1 0.0
C 2.055 2.270 3.520 0.1 0.0 -0.2
C -2.165 -3.933 1.810 -0.1 -0.1 0.1
C 4.502 -0.574 2.984 -0.1 -0.2 -0.1
C 0.736 4.087 0.494 0.2 -0.3 -0.1
H 1.232 -3.301 -0.152 0.0 0.0 0.0
O 3.078 -0.756 3.089 0.2 0.1 0.0
H 0.808 1.952 0.329 0.1 0.0 0.0
C 2.996 3.432 3.755 0.0 0.0 0.0
C -2.003 3.743 0.616 0.0 0.2 0.1
H 6.241 -1.775 2.599 -0.1 0.0 0.0
O -1.523 1.293 0.337 -0.9 0.0 -0.1
C -1.268 -0.351 -4.038 0.0 0.0 0.1
C -4.017 1.187 0.251 -0.1 0.0 0.0
C -3.852 -1.534 0.166 0.4 -0.1 0.0
H 4.932 -2.635 3.437 0.0 0.0 0.0
H -1.640 -1.310 -4.393 0.0 0.0 0.0
H 0.566 -2.263 -4.481 0.0 0.0 0.0
C -2.766 0.611 0.306 0.5 -0.1 0.0
```
Forces are in eV/Å.

Computed properties:
- Molar mass: 613.51 g mol⁻¹
- 2S+1: 2
- Kohn-Sham gap (spin up / spin down): 5.087 / 5.086 eV
- Net charge: 0
- ⟨S²⟩: 0.76

The calculation returns the following electronic energy values, one per record and in order: -305.86290 -670.16572 -652.67588 -775.10879 -4302.81427 Eh.
The calculation returns the following maximum force values, one per record and in order: 0.0683 0.0528 0.0965 0.0494 0.0206 hartree/bohr.